[1]
{"formula": "C12H8NO2S2Te4W", "method": "the ωB97M-V functional and the def2-TZVPD basis", "homo_ev": [-3.990, -4.003], "charge": -1, "de_lowest_kcal_mol": 3.8, "species": ["W", "O", "C", "O", "C", "C", "C", "C", "C", "N", "H", "H", "H", "H", "Te", "Te", "Te", "Te", "S", "C", "C", "C", "C", "C", "C", "S", "H", "H", "H", "H"], "coordinates": [[0.070, -0.144, 0.255], [1.118, -0.366, 2.221], [1.947, -0.254, 1.230], [2.104, -1.218, 0.414], [2.465, 1.121, 0.904], [3.635, 1.793, 1.176], [3.741, 3.087, 0.681], [2.696, 3.643, -0.044], [1.550, 2.898, -0.273], [1.457, 1.658, 0.203], [4.427, 1.324, 1.742], [4.641, 3.662, 0.859], [2.761, 4.648, -0.438], [0.700, 3.271, -0.837], [-1.603, 0.519, 2.213], [-3.838, 1.313, 0.889], [-1.723, 3.348, -2.182], [-2.094, 0.857, -1.259], [-0.896, -2.387, -0.144], [-0.039, -2.913, -1.578], [0.003, -4.270, -1.906], [0.613, -4.709, -3.069], [1.201, -3.795, -3.935], [1.169, -2.446, -3.624], [0.557, -1.999, -2.456], [0.494, -0.260, -2.145], [-0.453, -4.981, -1.228], [0.633, -5.768, -3.297], [1.684, -4.130, -4.845], [1.623, -1.720, -4.287]], "lowdin_charge": [0.538, -0.238, -0.784, -0.070, -0.188, 0.007, -0.054, -0.042, -0.100, -0.021, 0.118, 0.106, 0.106, -0.026, 0.288, -0.026, -0.136, 0.017, 0.507, -0.686, -0.133, -0.114, -0.116, -0.134, -0.645, 0.458, 0.094, 0.092, 0.090, 0.094]}

***

[2]
{"formula": "C6H9NO2S", "method": "the ωB97M-V functional and the def2-TZVPD basis", "homo_ev": -9.241, "de_lowest_kcal_mol": 47.6, "species": ["C", "C", "C", "C", "C", "C", "N", "O", "O", "S", "H", "H", "H", "H", "H", "H", "H", "H", "H"], "coordinates": [[-0.548, 0.276, 0.815], [1.321, -0.973, -0.007], [-1.760, 0.113, 1.647], [-1.077, 1.058, -0.339], [2.769, -0.863, 0.423], [-0.410, 1.016, -1.685], [0.456, -0.473, 0.905], [-2.435, -1.337, -0.579], [0.967, -1.581, -0.991], [-2.615, -0.015, -0.038], [-1.773, -0.760, 2.290], [-2.144, 1.000, 2.141], [-1.403, 2.058, -0.053], [3.205, -1.859, 0.455], [2.851, -0.390, 1.396], [3.315, -0.284, -0.319], [0.595, 1.432, -1.625], [-0.982, 1.595, -2.408], [-0.332, -0.014, -2.029]], "lowdin_charge": [-0.413, -0.549, -0.179, -0.364, -0.002, -0.071, 0.203, -0.474, 0.073, 0.981, 0.104, 0.089, 0.123, 0.083, 0.071, 0.081, 0.091, 0.082, 0.070]}

***

[3]
{"formula": "C35H29BrNPPtSbSe2", "method": "the ωB97M-V functional and the def2-TZVPD basis", "homo_ev": -10.150, "charge": 1, "de_lowest_kcal_mol": 21.5, "species": ["Pt", "Se", "P", "Se", "C", "C", "C", "C", "C", "C", "C", "C", "C", "C", "C", "C", "H", "H", "H", "H", "H", "H", "H", "H", "H", "H", "C", "C", "C", "C", "C", "C", "Sb", "C", "C", "C", "C", "C", "C", "C", "C", "C", "C", "C", "C", "H", "H", "H", "H", "H", "H", "H", "H", "H", "H", "H", "H", "H", "H", "H", "Br", "C", "C", "C", "N", "C", "C", "H", "H", "H", "H"], "coordinates": [[-0.276, -0.295, -0.467], [0.299, 1.849, 0.480], [-0.565, 2.693, -1.332], [-1.000, 0.895, -2.458], [-2.024, 3.681, -1.018], [-3.297, 3.224, -1.343], [-4.405, 4.004, -1.034], [-4.240, 5.226, -0.401], [-2.966, 5.687, -0.081], [-1.858, 4.919, -0.388], [0.581, 3.775, -2.183], [0.380, 4.038, -3.539], [1.226, 4.914, -4.198], [2.264, 5.534, -3.508], [2.468, 5.268, -2.163], [1.629, 4.383, -1.498], [-3.422, 2.270, -1.837], [-5.397, 3.654, -1.290], [-5.106, 5.827, -0.154], [-2.840, 6.648, 0.402], [-0.867, 5.285, -0.142], [-0.427, 3.559, -4.080], [1.085, 5.106, -5.254], [2.915, 6.226, -4.026], [3.284, 5.741, -1.632], [1.799, 4.163, -0.451], [5.768, -4.951, -1.582], [4.444, -5.335, -1.729], [3.422, -4.428, -1.466], [3.725, -3.130, -1.052], [5.059, -2.753, -0.909], [6.077, -3.659, -1.176], [2.263, -1.589, -0.798], [2.639, -0.672, -2.681], [2.969, 0.681, -2.732], [3.266, 1.287, -3.948], [3.229, 0.548, -5.121], [2.912, -0.806, -5.080], [2.627, -1.413, -3.864], [0.494, -2.676, -1.337], [0.086, -3.773, -0.545], [-1.069, -4.465, -0.837], [-1.889, -4.058, -1.899], [-1.533, -2.973, -2.668], [-0.337, -2.283, -2.399], [6.562, -5.659, -1.781], [4.203, -6.339, -2.056], [2.393, -4.742, -1.594], [5.317, -1.746, -0.593], [7.111, -3.356, -1.070], [3.006, 1.269, -1.821], [3.526, 2.339, -3.978], [3.456, 1.021, -6.068], [2.904, -1.389, -5.992], [2.403, -2.474, -3.842], [0.694, -4.089, 0.296], [-1.344, -5.329, -0.243], [-2.795, -4.607, -2.122], [-2.161, -2.661, -3.493], [-0.022, -1.486, -3.060], [-2.958, -2.308, 5.259], [-2.017, -1.926, 3.698], [-2.485, -2.381, 2.475], [-1.773, -2.053, 1.341], [-0.656, -1.312, 1.378], [-0.204, -0.899, 2.568], [-0.848, -1.188, 3.753], [-3.385, -2.973, 2.401], [-2.089, -2.399, 0.367], [0.716, -0.329, 2.557], [-0.444, -0.840, 4.693]], "lowdin_charge": [0.322, 0.409, 0.247, 0.451, -0.399, -0.095, -0.062, -0.059, -0.061, -0.079, -0.415, -0.086, -0.062, -0.063, -0.063, -0.109, 0.065, 0.112, 0.112, 0.113, 0.110, 0.104, 0.113, 0.113, 0.113, 0.080, -0.082, -0.082, -0.127, -0.399, -0.144, -0.082, 1.429, -0.406, -0.150, -0.083, -0.076, -0.073, -0.126, -0.450, -0.162, -0.082, -0.069, -0.066, -0.221, 0.106, 0.106, 0.083, 0.094, 0.106, 0.085, 0.101, 0.106, 0.107, 0.103, 0.113, 0.117, 0.114, 0.115, 0.023, 0.842, -0.688, -0.074, -0.116, -0.120, -0.141, -0.078, 0.116, 0.102, 0.099, 0.116]}

***

[4]
{"formula": "C18H22IN3Zn", "method": "the ωB97M-V functional and the def2-TZVPD basis", "homo_ev": -5.931, "species": ["C", "C", "H", "H", "H", "H", "H", "H", "C", "C", "C", "C", "H", "H", "H", "H", "N", "C", "C", "N", "C", "C", "C", "H", "H", "C", "H", "H", "Zn", "I", "C", "C", "C", "C", "C", "C", "N", "H", "H", "H", "H", "H", "H", "H", "H"], "coordinates": [[0.409, -0.154, 2.658], [-2.655, 0.287, 4.328], [0.224, -1.207, 2.916], [-0.398, 0.465, 3.048], [1.350, 0.141, 3.149], [-3.694, 0.635, 4.377], [-2.270, 0.065, 5.329], [-2.034, 1.014, 3.808], [2.974, -1.840, -0.290], [3.548, -2.893, -1.009], [2.735, -3.640, -1.870], [1.384, -3.304, -2.001], [3.568, -1.209, 0.378], [4.601, -3.115, -0.870], [3.148, -4.456, -2.454], [0.702, -3.848, -2.650], [1.669, -1.527, -0.403], [0.866, -2.238, -1.247], [-0.540, -1.788, -1.330], [-0.875, -0.755, -0.512], [-2.133, -0.291, -0.490], [-2.792, -1.840, -2.211], [-3.120, -0.789, -1.351], [-2.341, 0.492, 0.242], [-4.119, -0.372, -1.299], [-1.489, -2.343, -2.205], [-1.178, -3.172, -2.835], [-3.535, -2.263, -2.884], [0.720, -0.010, 0.640], [-2.701, -1.533, 3.215], [0.398, 2.999, 2.138], [0.503, 3.022, 0.671], [0.371, 4.174, -0.154], [0.488, 3.721, -1.479], [0.685, 2.312, -1.429], [0.773, 1.390, -2.573], [0.704, 1.908, -0.114], [-0.550, 2.541, 2.459], [0.414, 4.033, 2.514], [1.222, 2.440, 2.600], [0.196, 5.181, 0.224], [0.413, 4.298, -2.392], [-0.189, 0.875, -2.721], [0.990, 1.960, -3.485], [1.557, 0.634, -2.436]], "lowdin_charge": [-0.280, -0.552, -0.085, -0.097, -0.035, -0.007, 0.008, -0.032, -0.079, -0.037, -0.036, 0.009, 0.127, 0.110, 0.113, 0.106, 0.040, -0.178, -0.194, 0.049, -0.105, -0.038, -0.030, 0.120, 0.111, 0.003, 0.103, 0.114, 0.662, 0.734, -0.087, -0.396, -0.092, -0.097, -0.404, -0.078, -0.024, 0.053, 0.078, 0.061, 0.085, 0.079, 0.060, 0.077, 0.059]}

***

[5]
{"formula": "C6H6O2", "method": "the ωB97M-V functional and the def2-TZVPD basis", "homo_ev": -8.469, "de_lowest_kcal_mol": 72.5, "smiles": "c1ccoccoc1", "species": ["C", "C", "C", "O", "C", "C", "O", "C", "H", "H", "H", "H", "H", "H"], "coordinates": [[0.594, 1.450, -0.006], [-0.892, 1.368, 0.025], [-1.756, 0.366, 0.003], [-1.686, -0.941, -0.132], [-0.599, -1.757, -0.093], [0.841, -1.706, 0.012], [1.855, -0.715, -0.055], [1.675, 0.631, -0.146], [1.095, 2.451, -0.028], [-1.323, 2.294, 0.150], [-2.794, 0.752, -0.125], [-0.927, -2.811, 0.091], [1.334, -2.563, 0.444], [2.584, 1.181, -0.140]], "lowdin_charge": [-0.059, -0.073, -0.180, -0.009, -0.071, -0.037, -0.052, -0.154, 0.103, 0.068, 0.138, 0.123, 0.104, 0.099]}

***

[6]
{"formula": "C2H8S4", "method": "the ωB97M-V functional and the def2-TZVPD basis", "homo_ev": -8.686, "de_lowest_kcal_mol": 16.2, "smiles": "CSS.CSS", "species": ["C", "S", "S", "H", "H", "H", "H", "C", "S", "S", "H", "H", "H", "H"], "coordinates": [[1.809, -0.829, -1.646], [1.939, -1.666, -0.032], [3.489, -0.697, 0.901], [2.623, -0.448, -2.308], [1.298, -1.597, -2.243], [1.103, 0.000, -1.703], [2.721, 0.012, 1.765], [-1.594, 1.253, -1.480], [-2.882, 1.806, -0.216], [-2.683, 0.194, 1.044], [-1.714, 0.160, -1.474], [-1.857, 1.678, -2.453], [-0.614, 1.464, -1.062], [-1.363, 0.394, 1.122]], "lowdin_charge": [-0.505, 0.348, 0.283, 0.059, 0.020, -0.006, -0.198, -0.453, 0.319, 0.290, 0.007, 0.030, 0.009, -0.203]}